# 1
Below is a structure of composition C20H23BInN4O2S6, with properties calculated with ωB97M-V/def2-TZVPD.

The geometry in XYZ format:
```
57
C20H23BInN4O2S6 ωB97M-V/def2-TZVPD
In 0.0501 -0.3728 -2.4421
O -2.8262 -2.0403 0.3079
C -2.2059 -1.4285 -0.5452
N -1.1297 -1.8342 -1.2715
C -0.6344 -3.1124 -1.1249
O -1.2595 -4.1255 -0.9159
C 0.8819 -3.1790 -1.2162
C 1.5415 -4.3592 -0.9380
C 2.9262 -4.3564 -0.9575
C 3.6005 -3.1851 -1.2659
C 2.8634 -2.0498 -1.5544
N 1.5299 -2.0535 -1.5166
C -2.5727 0.0227 -0.7813
C -3.8568 0.4812 -0.5409
C -4.1183 1.8246 -0.7429
C -3.0888 2.6686 -1.1411
C -1.8334 2.1310 -1.3446
N -1.5883 0.8287 -1.1724
H 0.9589 -5.2398 -0.7104
H 3.4766 -5.2614 -0.7334
H 4.6805 -3.1421 -1.2903
H 3.3440 -1.1172 -1.8248
H -4.6103 -0.2193 -0.2104
H -5.1163 2.2158 -0.5889
H -3.2570 3.7236 -1.3090
H -0.9896 2.7357 -1.6545
C -1.8728 -0.4788 3.5243
C -0.4955 -1.0670 3.2348
S 0.1741 -0.6512 1.6002
C 1.6327 0.3461 1.9778
C 1.3975 1.7551 2.5124
S 0.5679 2.8813 1.3483
C -1.0180 3.2431 2.1497
C -1.9990 2.0757 2.2708
S -1.8936 1.2900 3.9131
H -2.2828 -0.9587 4.4157
H -2.5589 -0.6799 2.6998
H -0.5728 -2.1559 3.2584
H 0.2249 -0.7578 3.9935
H 2.1747 0.3947 1.0324
H 2.2580 -0.2080 2.6824
H 2.3712 2.1984 2.7277
H 0.8151 1.7357 3.4323
H -1.4481 4.0122 1.5046
H -0.8319 3.7071 3.1202
H -1.7674 1.3180 1.5271
H -3.0238 2.4148 2.1219
S 0.1878 0.3552 -7.0206
C 0.0583 0.0236 -5.4067
S 0.9723 -1.2500 -4.6187
S -1.0148 0.9112 -4.3373
B 4.0150 1.8297 -0.8588
C 2.5922 1.4050 -1.4027
N 1.5549 1.0286 -1.7411
H 4.8137 1.0457 -1.3437
H 4.2400 2.9746 -1.1883
H 3.9628 1.7063 0.3565
```

Summary:
ΔE to the lowest compared entry with this formula, charge and spin (kcal per mole): 0.0
Maximum force (hartree/bohr): 0.0078
Spin multiplicity: 1
Total charge: -1
Kohn-Sham gap (eV): 6.68


# 2
Below is an isolated molecule of C5H7FS in a non-equilibrium geometry, with properties calculated with ωB97M-V/def2-TZVPD.

The geometry in XYZ format:
```
14
C5H7FS ωB97M-V/def2-TZVPD
F -1.2391 1.8729 0.7233
C -0.9869 0.7829 -0.0612
C -0.3158 -0.4444 0.7115
C -0.1745 -1.5166 -0.3840
S 0.5155 -0.5192 -1.8402
C 0.4204 0.9042 -0.6690
C 1.0445 0.4054 0.6556
H -1.7632 0.6532 -0.7862
H -0.7223 -0.7491 1.6803
H 0.5436 -2.3508 -0.1444
H -1.1074 -1.9608 -0.7320
H 0.7434 1.8633 -1.1670
H 1.0163 1.2041 1.4221
H 2.0255 -0.1450 0.5913
```

Summary:
ΔE to the lowest compared entry with this formula, charge and spin (kcal per mole): 14.3
Maximum force (hartree/bohr): 0.0446
Spin multiplicity: 1
SMILES: F[C@@H]1[C@H]2CS[C@@H]1C2
Kohn-Sham gap (eV): 9.63


Number 1: M 669.462 g mol⁻¹, E_HOMO -4.69 eV. Number 2: M 118.176 g mol⁻¹, E_HOMO -8.71 eV.